Computed, not measured: C9H7N7NiS2Se as an isolated structure in a non-equilibrium geometry, with the ωB97M-V functional and the def2-TZVPD basis.

As for the multiplicity: 3. Its expectation value of S² is 2.04. Its energy relative to the best compared isomer or geometry (same formula, charge and spin) is 147.2 kJ/mol. The max |F| comes out at 3.679 eV/Å. As for the total charge: 0. As for the lowest unoccupied orbital energy (alpha / beta): -0.75 / -1.55 eV.

Each line ends with the Mulliken spin population.
Geometry (Å):
N  -2.763  -2.862  0.981  -0.001
C  0.679  2.816  -0.986  -0.017
N  -2.614  -1.651  0.251  0.031
N  -0.786  0.823  -0.733  0.027
N  3.723  -3.134  3.030  0.000
S  0.206  -2.127  1.537  0.096
S  1.232  -1.148  -0.934  0.083
H  -2.594  3.613  -0.753  0.001
C  0.419  1.365  -0.914  -0.011
C  -0.426  3.627  -0.948  0.184
C  -1.831  1.680  -0.791  0.168
C  -1.710  3.042  -0.877  -0.069
H  -0.263  4.705  -0.976  0.002
Se  3.056  1.693  -1.262  0.257
H  -2.931  -1.764  -0.723  -0.002
N  1.987  3.107  -1.092  0.372
C  2.471  -1.590  0.215  -0.002
H  -2.783  1.171  -0.697  0.025
C  1.968  -2.112  1.386  0.005
H  -2.591  -2.532  1.920  -0.001
N  4.811  -0.630  -0.362  0.006
C  2.976  -2.615  2.284  -0.014
Ni  -0.709  -0.950  -0.004  0.799
H  -3.741  -3.168  0.900  0.001
H  -3.096  -0.855  0.641  -0.004
C  3.773  -1.076  -0.074  -0.018
N  1.539  0.573  -1.019  0.082